Entry 1:
A single C2H7FN4 molecule at a distorted geometry. Source: the Open Molecules 2025 dataset; level of theory: ωB97M-V/def2-TZVPD.

Element x y z (Å)
C1 -0.040 0.183 -0.290
C2 0.703 1.438 -0.001
H1 0.872 -0.487 2.157
H2 2.012 -0.641 0.990
H3 -0.229 -1.803 0.012
H4 0.158 2.204 -0.581
H5 0.724 1.715 1.062
H6 -2.236 -0.903 -0.313
H7 -2.545 -0.550 -1.939
N1 1.172 -1.070 1.367
N2 0.200 -0.944 0.372
N3 -0.965 0.315 -1.131
N4 -1.815 -0.783 -1.265
F1 1.991 1.326 -0.440

Calculated values
Orbital gap   9.220 eV
Structure (SMILES)   N/N=C(/CF)NN

***

Entry 2:
3 unconnected molecules or ions with the total composition C16H26ClN2O3S at a distorted geometry. Source: the Open Molecules 2025 dataset; level of theory: ωB97M-V/def2-TZVPD.

Element x y z (Å)
C1 5.779 1.469 -0.176
C2 4.285 0.844 -0.194
C3 3.347 1.265 0.981
C4 1.905 0.711 0.964
C5 1.401 -0.255 -0.177
C6 -0.156 -0.693 -0.040
S1 -1.096 0.920 0.173
C7 -2.874 0.753 -0.336
C8 -3.608 2.136 0.107
O1 -3.516 3.088 -0.693
Cl1 -4.460 2.247 1.707
C9 2.318 -0.703 -1.341
C10 3.788 -0.136 -1.318
H1 6.273 1.203 0.819
H2 5.639 2.601 -0.287
H3 6.308 1.050 -1.094
H4 3.654 1.960 1.828
H5 1.190 1.031 1.804
H6 -0.207 -1.257 0.969
H7 -0.521 -1.323 -0.916
H8 -1.077 1.164 1.540
H9 -2.892 0.623 -1.484
H10 -3.401 -0.170 0.095
H11 1.945 -1.387 -2.169
H12 4.512 -0.454 -2.163
C11 -7.985 0.964 1.639
C12 -9.418 1.208 2.033
O2 -10.244 0.308 2.071
N1 -9.782 2.481 2.353
C13 -8.953 3.668 2.366
H13 -7.846 -0.094 1.412
H14 -7.740 1.545 0.747
H15 -7.321 1.233 2.463
H16 -10.756 2.570 2.607
H17 -8.968 4.085 3.375
H18 -9.384 4.394 1.673
H19 -7.925 3.458 2.077
C14 7.834 -2.842 -1.755
C15 6.538 -2.581 -2.475
O3 6.352 -1.565 -3.136
N2 5.555 -3.517 -2.374
C16 5.588 -4.768 -1.646
H20 8.519 -2.012 -1.928
H21 7.654 -2.927 -0.682
H22 8.294 -3.756 -2.136
H23 4.716 -3.276 -2.881
H24 5.416 -5.581 -2.354
H25 4.781 -4.758 -0.910
H26 6.537 -4.926 -1.137

Calculated values
Net charge   +1
Orbital gap   6.961 eV

***

What did the first record say?
A single C2H7FN4 molecule at a distorted geometry. Source: the Open Molecules 2025 dataset; level of theory: ωB97M-V/def2-TZVPD.

Element x y z (Å)
C1 -0.040 0.183 -0.290
C2 0.703 1.438 -0.001
H1 0.872 -0.487 2.157
H2 2.012 -0.641 0.990
H3 -0.229 -1.803 0.012
H4 0.158 2.204 -0.581
H5 0.724 1.715 1.062
H6 -2.236 -0.903 -0.313
H7 -2.545 -0.550 -1.939
N1 1.172 -1.070 1.367
N2 0.200 -0.944 0.372
N3 -0.965 0.315 -1.131
N4 -1.815 -0.783 -1.265
F1 1.991 1.326 -0.440

Calculated values
Orbital gap   9.220 eV
Structure (SMILES)   N/N=C(/CF)NN

***

- The lowest orbital gap belongs to which entry?
  C16H26ClN2O3S

***

- What is the orbital gap in the first record?
  9.220 eV